Record 1
Molecular formula: C4H4ClNS
Method: DFT, ωB97M-V/def2-TZVPD

## Properties
- Energy above the lowest of the compared OMol25 structures with the same formula, charge and spin: 4.9804 eV
- Gap between HOMO and LUMO: 0.3458 hartree
- LUMO level: 0.0205 Eh
- Spin multiplicity: 1
- E_HOMO: -8.9 eV
- Molar mass: 133.60 g mol⁻¹
- SMILES: Cl[C@@H]1[C@@H]2C=NS[C@@H]12

Geometry (Å):
C1 -1.2646 -0.3900 0.4447
C2 -0.1219 -0.9224 -0.3159
C3 1.1059 1.0930 -0.3096
C4 -0.0760 0.5455 0.5103
H1 -1.6244 -0.8844 1.3459
H2 -0.4986 -0.6777 -1.2433
H3 1.2350 2.1891 -0.8911
H4 0.2700 0.4885 1.6045
N1 2.0208 0.2627 -0.5614
S1 1.6379 -1.3091 -0.1358
Cl1 -2.6840 -0.3952 -0.4483



Record 2
Molecular formula: C63H78ClN5O3PRbS
Method: DFT, ωB97M-V/def2-TZVPD

## Properties
- Energy above the lowest of the compared OMol25 structures with the same formula, charge and spin: 0.4164 eV
- Gap between HOMO and LUMO: 0.1860 hartree
- LUMO level: 0.1191 Eh
- Charge: -2
- Spin multiplicity: 1
- E_HOMO: -1.8 eV
- Molar mass: 1137.31 g mol⁻¹

Geometry (Å):
Rb1 -0.3512 -1.6123 -0.3579
C1 -4.9281 4.9986 -1.4300
C2 -4.6707 4.2644 -2.7447
C3 -4.1422 5.2813 -3.7669
C4 -6.0063 3.6950 -3.2449
C5 -3.6613 3.1340 -2.5748
C6 -3.0614 2.8275 -1.4016
C7 -2.1950 1.6868 -1.2801
N1 -1.4709 1.3685 -0.2139
C8 -1.1482 2.1861 0.7828
C9 -1.1537 3.6225 0.7149
C10 -0.8842 4.3848 1.7980
C11 -0.6740 3.7091 3.0583
C12 -0.5778 2.3678 3.2133
C13 -0.6617 1.5133 2.0048
O1 -0.3889 0.3126 2.0388
C14 -0.3557 1.7125 4.5755
C15 -1.4508 0.6623 4.8246
C16 -0.4177 2.7347 5.7128
C17 1.0221 1.0379 4.6327
C18 -0.7571 5.9031 1.7585
C19 -1.0443 6.4639 0.3673
C20 -1.7513 6.5354 2.7449
C21 0.6702 6.3086 2.1560
C22 -2.1482 0.6941 -2.3743
O2 -1.7352 -0.4493 -2.1844
C23 -2.5961 1.1833 -3.6937
C24 -3.3325 2.3205 -3.7211
C25 -2.3642 0.3938 -4.9925
C26 -1.2733 -0.6827 -4.8903
C27 -3.6773 -0.2849 -5.4043
C28 -1.9234 1.3614 -6.1033
H1 -5.6462 5.8062 -1.5956
H2 -4.0112 5.4391 -1.0322
H3 -5.3396 4.3293 -0.6720
H4 -4.8699 6.0851 -3.9176
H5 -3.9489 4.8176 -4.7362
H6 -3.2069 5.7232 -3.4148
H7 -6.7430 4.4954 -3.3672
H8 -6.3996 2.9668 -2.5329
H9 -5.8920 3.1913 -4.2069
H10 -3.2831 3.3768 -0.4975
H11 -1.2993 4.0694 -0.2595
H12 -0.5565 4.3336 3.9350
H13 -2.4360 1.1357 4.8550
H14 -1.2763 0.1719 5.7877
H15 -1.4644 -0.1015 4.0491
H16 -1.3772 3.2592 5.7359
H17 0.3829 3.4769 5.6434
H18 -0.2997 2.2079 6.6630
H19 1.1013 0.2472 3.8918
H20 1.1739 0.5936 5.6210
H21 1.8170 1.7708 4.4579
H22 -2.0550 6.2137 0.0370
H23 -0.3406 6.0785 -0.3738
H24 -0.9525 7.5531 0.3853
H25 -2.7682 6.1992 2.5311
H26 -1.7233 7.6268 2.6661
H27 -1.5210 6.2699 3.7780
H28 1.3951 5.8759 1.4629
H29 0.9171 5.9549 3.1590
H30 0.7818 7.3979 2.1413
H31 -3.7449 2.6301 -4.6773
H32 -1.5633 -1.5066 -4.2451
H33 -0.3431 -0.2760 -4.4925
H34 -1.0782 -1.0691 -5.8962
H35 -4.0122 -0.9688 -4.6220
H36 -3.5357 -0.8603 -6.3248
H37 -4.4670 0.4521 -5.5740
H38 -1.0072 1.8819 -5.8124
H39 -2.6813 2.1118 -6.3367
H40 -1.7209 0.7991 -7.0190
Cl1 0.4087 -8.6555 -4.3549
C29 0.5481 -7.2284 -3.3299
C30 0.2951 -7.3365 -1.9499
C31 0.3856 -6.2366 -1.1454
C32 0.7344 -4.9292 -1.6501
O3 0.7514 -3.9207 -0.9025
C33 1.0426 -4.8777 -3.0597
C34 1.5139 -3.6832 -3.7210
N2 1.9116 -2.6007 -3.1642
C35 2.5104 -1.6359 -3.9619
C36 3.3942 -1.9334 -4.9768
C37 3.9980 -0.9212 -5.7545
C38 3.7299 0.3950 -5.5219
C39 2.8540 0.7495 -4.4645
C40 2.5337 2.0947 -4.1652
C41 1.6987 2.3758 -3.1288
C42 1.1911 1.3010 -2.3625
N3 1.4550 0.0451 -2.6102
C43 2.2633 -0.2523 -3.6635
C44 0.9047 -6.0235 -3.8647
H41 0.0175 -8.2988 -1.5359
H42 0.1697 -6.3047 -0.0858
H43 1.5397 -3.7546 -4.8214
H44 3.6397 -2.9717 -5.1612
H45 4.6834 -1.2018 -6.5458
H46 4.1816 1.1769 -6.1218
H47 2.9631 2.8861 -4.7708
H48 1.4278 3.3927 -2.8750
H49 0.5429 1.5013 -1.5153
H50 1.1089 -5.9465 -4.9281
C45 4.4895 -0.1487 -0.2364
C46 3.7622 -0.1831 1.1115
C47 2.6891 0.9155 1.1019
C48 4.7423 0.1476 2.2364
P1 2.7598 -1.7769 1.1846
C49 2.2743 -1.9964 2.9543
C50 0.9310 -2.3324 3.1428
C51 0.4069 -2.6318 4.3936
C52 1.2396 -2.5988 5.5019
C53 2.5814 -2.2655 5.3455
C54 3.0930 -1.9716 4.0880
C55 3.8964 -3.2623 0.9253
C56 4.1081 -3.4301 -0.5886
C57 5.2496 -3.2414 1.6311
C58 3.0940 -4.4784 1.4128
H51 4.7798 0.8848 -0.4603
H52 3.8493 -0.4993 -1.0506
H53 5.3960 -0.7566 -0.2261
H54 3.1723 1.9000 1.0642
H55 2.0620 0.8744 1.9917
H56 2.0326 0.8214 0.2356
H57 5.2484 1.0906 1.9941
H58 5.5099 -0.6146 2.3740
H59 4.2202 0.2939 3.1826
H60 0.2571 -2.3342 2.3008
H61 -0.6486 -2.8703 4.4836
H62 0.8457 -2.8274 6.4860
H63 3.2366 -2.2321 6.2091
H64 4.1419 -1.7252 4.0029
H65 4.8392 -2.7227 -0.9832
H66 3.1725 -3.3068 -1.1371
H67 4.4858 -4.4406 -0.7856
H68 5.8831 -2.4251 1.2792
H69 5.7749 -4.1800 1.4138
H70 5.1477 -3.1670 2.7157
H71 2.1017 -4.5030 0.9538
H72 2.9830 -4.4833 2.4989
H73 3.6266 -5.3891 1.1163
C59 -1.8657 -4.5877 6.0239
C60 -2.7102 -4.8202 4.7953
C61 -3.2796 -6.0643 4.5426
C62 -3.9870 -6.1541 3.3529
N4 -4.1467 -5.1595 2.5030
C63 -3.5794 -3.9514 2.8204
S1 -3.7604 -2.6167 1.7702
N5 -2.8470 -3.7947 3.9766
H74 -2.2404 -5.1536 6.8795
H75 -1.8554 -3.5243 6.2610
H76 -0.8353 -4.9052 5.8387
H77 -3.1699 -6.9028 5.2183
H78 -4.4512 -7.0984 3.0685



Record 3
Molecular formula: C18H19N3O3S4SiV
Method: DFT, ωB97M-V/def2-TZVPD

## Properties
- Energy above the lowest of the compared OMol25 structures with the same formula, charge and spin: 0.5064 eV
- Gap between HOMO and LUMO (spin up / spin down): 0.2572 / 0.2571 hartree
- LUMO level (spin up / spin down): -0.0252 / -0.0283 Eh
- Spin multiplicity: 2
- <S²>: 0.769
- E_HOMO (spin up / spin down): -7.7 / -7.8 eV
- Molar mass: 532.67 g mol⁻¹

Geometry (Å):
V1 0.3082 -0.5640 0.1144
O1 2.0120 3.1237 -0.1838
C1 1.6509 1.9610 -0.2976
N1 0.4525 1.4275 0.0025
C2 -0.6072 2.3341 0.3857
C3 -1.8232 2.1808 -0.5073
C4 -2.9837 2.9013 -0.2308
C5 -4.0779 2.7517 -1.0584
C6 -3.9877 1.8858 -2.1411
C7 -2.7969 1.2107 -2.3342
N2 -1.7352 1.3491 -1.5386
C8 2.5747 0.9443 -0.8957
C9 3.8776 1.2576 -1.2229
C10 4.6356 0.3050 -1.8829
C11 4.0640 -0.9212 -2.1947
C12 2.7678 -1.1750 -1.7907
N3 2.0403 -0.2608 -1.1443
H1 -0.9155 2.1621 1.4209
H2 -0.2377 3.3604 0.3331
H3 -3.0150 3.5656 0.6241
H4 -4.9911 3.3002 -0.8666
H5 -4.8186 1.7383 -2.8172
H6 -2.6797 0.5223 -3.1648
H7 4.2469 2.2409 -0.9704
H8 5.6601 0.5146 -2.1610
H9 4.6191 -1.6815 -2.7245
H10 2.2970 -2.1333 -1.9664
O2 0.0196 -4.5404 5.5298
C13 0.1879 -3.7851 4.6170
S1 1.1372 -4.1840 3.1667
C14 0.9197 -2.6445 2.3706
C15 0.1897 -1.7144 3.0063
S2 -0.0463 -0.1347 2.3289
S3 -0.4797 -2.1362 4.5646
S4 1.6590 -2.3181 0.8378
C16 -2.2284 -3.5909 1.1274
Si1 -2.5721 -2.1701 -0.0104
C17 -3.6773 -0.9080 0.7788
C18 -3.1984 -2.7552 -1.6586
O3 -1.1198 -1.3920 -0.3512
H11 -3.1258 -4.2037 1.2461
H12 -1.9273 -3.2418 2.1166
H13 -1.4343 -4.2280 0.7316
H14 -4.6631 -1.3244 0.9994
H15 -3.8082 -0.0453 0.1211
H16 -3.2368 -0.5605 1.7165
H17 -4.0177 -3.4677 -1.5397
H18 -2.3959 -3.2520 -2.2078
H19 -3.5597 -1.9200 -2.2617



Record 4
Molecular formula: C14H16
Method: DFT, ωB97M-V/def2-TZVPD

## Properties
- Energy above the lowest of the compared OMol25 structures with the same formula, charge and spin: 2.3071 eV
- Gap between HOMO and LUMO: 0.3557 hartree
- LUMO level: 0.0337 Eh
- Spin multiplicity: 1
- E_HOMO: -8.8 eV
- Molar mass: 184.28 g mol⁻¹
- SMILES: Cc1ccccc1.Cc1ccccc1

Geometry (Å):
C1 -1.4866 1.2725 3.1515
C2 -1.3975 -1.1455 2.4373
C3 -1.8270 0.1587 2.1514
C4 -1.6048 -2.1404 1.4439
C5 -2.6176 0.3873 1.0358
C6 -2.4973 -1.8181 0.3404
C7 -2.9938 -0.5695 0.1192
H1 -1.0007 -1.5503 3.3402
H2 -1.2396 -3.1639 1.5295
H3 -0.4765 1.7610 2.8777
H4 -1.2914 1.0158 4.2089
H5 -3.0346 1.4077 0.8323
H6 -2.7106 -2.8589 -0.0333
H7 -3.7194 -0.5046 -0.6690
H8 -2.2140 2.0229 3.1660
C8 2.2030 1.6311 -3.5810
C9 1.8455 -0.7797 -0.0784
C10 3.1370 -0.4327 -0.5617
C11 0.7062 -0.4108 -0.6276
C12 3.1997 0.3899 -1.6393
C13 0.7659 0.3635 -1.8450
C14 1.9976 0.7752 -2.3826
H9 1.8463 -1.6229 0.7611
H10 3.8883 -0.5305 0.2660
H11 -0.3534 -0.6443 -0.2616
H12 4.2459 0.6394 -2.0843
H13 -0.1606 0.8326 -2.2438
H14 1.7819 2.5860 -3.3193
H15 1.7704 1.2410 -4.5360
H16 3.2377 1.6876 -3.7983